{
  "formula": "C19H23BrN2O5",
  "method": "ωB97M-V with the def2-TZVPD basis set",
  "lumo_energy_ha": -0.0071,
  "orbital_gap_ev": 7.9,
  "total_energy_ha": -3797.6279,
  "spin_multiplicity": 1,
  "molar_mass_da": 439.3,
  "species": ["C", "N", "C", "O", "C", "N", "C", "C", "O", "C", "C", "C", "H", "H", "H", "H", "H", "H", "H", "H", "H", "H", "H", "H", "H", "H", "H", "H", "O", "C", "O", "C", "C", "C", "Br", "C", "C", "C", "C", "C", "C", "C", "O", "H", "H", "H", "H", "H", "H", "H"],
  "coordinates": [[-0.58729, -1.27959, 5.40586], [0.38521, -0.77314, 4.43869], [0.06536, -0.25001, 3.24665], [-1.09578, -0.18971, 2.86289], [1.19959, 0.28541, 2.35471], [2.54199, 0.08591, 2.94342], [3.17681, 0.88268, 3.80199], [2.55699, 2.20371, 4.21032], [4.24855, 0.54286, 4.27226], [1.11875, -0.30158, 0.92801], [2.17158, 0.32986, 0.00607], [1.27053, -1.82777, 0.88794], [-1.40410, -0.56229, 5.51691], [-1.00175, -2.22577, 5.05280], [-0.11041, -1.43407, 6.37518], [1.36402, -0.81268, 4.68143], [1.01670, 1.35389, 2.25279], [3.04436, -0.75053, 2.68649], [1.56091, 2.03843, 4.61482], [2.50585, 2.85807, 3.34234], [3.18397, 2.66543, 4.97225], [0.14179, -0.05471, 0.51749], [2.00603, -0.00704, -1.01785], [2.08343, 1.41602, 0.03159], [3.17756, 0.04251, 0.31228], [2.24240, -2.12968, 1.27762], [1.17830, -2.17414, -0.14236], [0.47964, -2.29698, 1.47444], [-2.24642, -1.57766, -6.87536], [-1.25345, -1.00472, -6.45083], [-0.10299, -0.93501, -7.15272], [-1.30826, -0.37139, -5.11978], [-0.28267, 0.50926, -4.73440], [-0.28010, 1.13826, -3.48827], [1.16852, 2.33117, -3.08820], [-1.31949, 0.88554, -2.57647], [-1.34559, 1.49592, -1.30951], [-2.37261, 1.22283, -0.40175], [-3.39693, 0.34564, -0.75560], [-3.39396, -0.25905, -2.01509], [-2.36076, -0.00272, -2.93759], [-2.35321, -0.61698, -4.20601], [-3.36832, -1.46670, -4.55632], [-0.29018, -1.40892, -7.97683], [0.53857, 0.72622, -5.41282], [-0.56298, 2.18286, -1.00749], [-2.37159, 1.68441, 0.58247], [-4.19395, 0.13053, -0.04935], [-4.20270, -0.93797, -2.27200], [-3.22188, -1.70658, -5.50310]],
  "atomic_forces_ev_per_a": [[-0.088, 0.155, -0.488], [0.827, -0.104, 0.747], [-0.791, -0.108, -0.358], [0.156, 0.178, -0.119], [0.581, -0.313, 0.176], [-1.750, -0.490, -1.357], [0.978, 0.847, 1.193], [-0.008, -0.269, -0.153], [0.367, -0.126, 0.081], [0.493, -0.298, -0.286], [-0.374, -0.017, 0.369], [-0.383, 0.421, 0.245], [0.081, -0.112, -0.032], [-0.069, 0.044, 0.094], [0.066, 0.067, -0.218], [-0.142, -0.027, -0.042], [0.025, 0.123, 0.118], [0.044, 0.012, 0.074], [-0.186, 0.153, -0.057], [-0.179, 0.135, -0.018], [-0.019, -0.162, -0.140], [-0.173, 0.064, 0.249], [0.055, 0.054, 0.011], [0.145, 0.080, -0.105], [0.075, 0.073, -0.052], [0.069, -0.193, -0.051], [0.091, -0.041, 0.065], [0.064, -0.146, 0.029], [0.488, -0.277, -0.636], [-0.842, -0.032, 0.681], [-0.721, 0.068, 0.504], [0.378, 0.267, 0.506], [0.764, 1.160, 1.428], [0.464, -0.731, -2.112], [-0.430, -0.300, -0.118], [0.203, 0.419, 0.576], [-1.028, -0.112, 1.307], [1.028, 0.392, -0.683], [-0.281, -0.727, -1.077], [-0.396, 0.327, 1.252], [-0.281, -0.073, 0.326], [-0.337, -1.181, -2.150], [0.752, 0.893, 0.712], [0.100, 0.017, -0.093], [-0.214, -0.145, 0.032], [-0.026, -0.108, -0.204], [0.063, -0.075, -0.172], [0.111, -0.005, -0.156], [0.234, 0.108, -0.111], [0.015, 0.113, 0.214]]
}